No. 1
{"formula": "C30H74Br2N21O12", "method": "ωB97M-V/def2-TZVPD", "largest_force_ev_per_a": 0.6, "charge": 1, "orbital_gap_ev": 7.32, "species": ["C", "O", "C", "C", "C", "C", "C", "C", "C", "C", "N", "C", "C", "Br", "C", "C", "Br", "C", "C", "C", "C", "C", "O", "C", "C", "H", "H", "H", "H", "H", "H", "H", "H", "H", "H", "H", "H", "H", "H", "H", "H", "H", "H", "H", "H", "H", "H", "H", "H", "H", "H", "H", "H", "H", "H", "H", "H", "H", "H", "C", "O", "N", "N", "H", "H", "H", "H", "C", "O", "N", "N", "H", "H", "H", "H", "C", "O", "N", "N", "H", "H", "H", "H", "C", "O", "N", "N", "H", "H", "H", "H", "C", "O", "N", "N", "H", "H", "H", "H", "C", "O", "N", "N", "H", "H", "H", "H", "C", "O", "N", "N", "H", "H", "H", "H", "C", "O", "N", "N", "H", "H", "H", "H", "C", "O", "N", "N", "H", "H", "H", "H", "C", "O", "N", "N", "H", "H", "H", "H"], "xyz": [[-1.82, 4.25, 4.62], [-2.12, 3.49, 5.78], [-1.93, 2.11, 5.58], [-3.18, 1.40, 5.08], [-2.87, -0.05, 4.67], [-2.76, -0.22, 3.14], [-1.32, -0.15, 2.58], [-1.07, 1.03, 1.61], [-0.89, 0.60, 0.18], [-1.87, -0.13, -0.46], [-1.70, -0.51, -1.75], [-0.60, -0.24, -2.50], [-0.61, -0.67, -3.94], [0.14, -2.45, -4.14], [-2.00, -0.56, -4.60], [-2.96, -1.74, -4.48], [-1.66, -0.22, -6.50], [0.43, 0.48, -1.91], [1.70, 0.88, -2.62], [2.60, -0.26, -3.10], [3.00, -1.19, -1.95], [4.51, -1.43, -1.81], [5.03, -0.91, -0.60], [4.92, -1.79, 0.50], [0.25, 0.90, -0.58], [-2.49, 5.11, 4.55], [-1.97, 3.67, 3.70], [-0.79, 4.63, 4.66], [-1.13, 1.95, 4.84], [-1.60, 1.66, 6.52], [-3.94, 1.41, 5.87], [-3.57, 1.96, 4.23], [-3.60, -0.75, 5.08], [-1.91, -0.32, 5.12], [-3.21, -1.18, 2.86], [-3.36, 0.56, 2.66], [-0.59, -0.07, 3.40], [-1.09, -1.09, 2.07], [-1.90, 1.74, 1.66], [-0.16, 1.55, 1.91], [-2.81, -0.40, 0.02], [-2.47, -1.02, -2.18], [0.06, 0.02, -4.46], [-2.48, 0.36, -4.27], [-2.84, -2.45, -5.29], [-2.83, -2.27, -3.53], [-3.99, -1.35, -4.47], [1.46, 1.58, -3.43], [2.29, 1.45, -1.90], [2.16, -0.80, -3.94], [3.49, 0.22, -3.51], [2.50, -2.15, -2.05], [2.69, -0.74, -0.99], [5.06, -0.93, -2.61], [4.74, -2.50, -1.88], [5.45, -1.32, 1.32], [5.39, -2.75, 0.28], [3.87, -1.94, 0.76], [1.04, 1.47, -0.12], [3.16, -4.46, 2.73], [2.84, -3.92, 1.68], [3.29, -5.82, 2.84], [3.43, -3.75, 3.86], [3.57, -6.28, 3.68], [3.10, -6.37, 2.02], [3.35, -2.75, 3.81], [3.72, -4.18, 4.73], [6.61, -5.55, -1.39], [7.47, -5.24, -0.58], [5.27, -5.47, -1.11], [6.91, -6.00, -2.64], [4.56, -5.72, -1.77], [5.01, -5.14, -0.20], [7.88, -6.06, -2.90], [6.20, -6.25, -3.31], [8.24, -3.22, 3.11], [9.00, -2.88, 4.00], [6.88, -3.16, 3.23], [8.64, -3.69, 1.90], [6.25, -3.43, 2.49], [6.50, -2.83, 4.10], [9.62, -3.76, 1.71], [7.98, -3.98, 1.19], [-6.11, 4.97, 5.29], [-5.67, 5.90, 4.62], [-5.32, 4.14, 6.02], [-7.45, 4.70, 5.34], [-5.67, 3.38, 6.57], [-4.32, 4.29, 6.00], [-8.06, 5.30, 4.82], [-7.84, 3.96, 5.89], [-2.60, -3.66, 5.90], [-3.54, -2.92, 6.13], [-2.40, -4.24, 4.67], [-1.67, -3.97, 6.85], [-1.65, -4.86, 4.47], [-3.09, -4.05, 3.96], [-1.79, -3.57, 7.76], [-0.89, -4.59, 6.68], [-3.46, 5.94, 1.46], [-2.52, 6.07, 2.22], [-4.75, 6.03, 1.88], [-3.29, 5.71, 0.11], [-5.54, 5.94, 1.27], [-4.90, 6.19, 2.87], [-2.35, 5.65, -0.23], [-4.05, 5.62, -0.54], [2.25, 1.89, -5.58], [3.28, 2.27, -5.06], [1.11, 2.66, -5.61], [2.12, 0.66, -6.16], [0.26, 2.37, -6.06], [1.17, 3.58, -5.21], [2.92, 0.05, -6.16], [1.27, 0.33, -6.57], [-2.68, 9.60, -1.23], [-3.30, 9.06, -2.14], [-1.99, 10.76, -1.40], [-2.64, 9.06, 0.03], [-1.47, 11.21, -0.67], [-2.00, 11.17, -2.32], [-3.15, 8.21, 0.17], [-2.14, 9.47, 0.79], [-6.97, -1.19, -5.16], [-6.12, -1.38, -4.29], [-8.26, -0.92, -4.86], [-6.66, -1.25, -6.49], [-8.97, -0.76, -5.56], [-8.52, -0.88, -3.89], [-5.72, -1.46, -6.75], [-7.34, -1.10, -7.22], [4.36, -3.91, -5.54], [3.36, -3.31, -5.18], [4.45, -4.53, -6.75], [5.47, -4.01, -4.73], [5.27, -5.02, -7.07], [3.66, -4.47, -7.36], [5.43, -3.55, -3.84], [6.30, -4.50, -5.00]]}

=====

No. 2
{"formula": "C30H75F2N6O14S2Sn", "method": "ωB97M-V/def2-TZVPD", "largest_force_ev_per_a": 8.9, "charge": 1, "orbital_gap_ev": 4.30, "species": ["Sn", "N", "S", "O", "O", "F", "S", "O", "O", "F", "C", "O", "C", "C", "N", "C", "C", "O", "C", "H", "H", "H", "H", "H", "H", "H", "H", "H", "H", "H", "H", "H", "H", "H", "C", "O", "C", "C", "N", "C", "C", "O", "C", "H", "H", "H", "H", "H", "H", "H", "H", "H", "H", "H", "H", "H", "H", "H", "C", "O", "C", "C", "N", "C", "C", "O", "C", "H", "H", "H", "H", "H", "H", "H", "H", "H", "H", "H", "H", "H", "H", "H", "C", "O", "C", "C", "N", "C", "C", "O", "C", "H", "H", "H", "H", "H", "H", "H", "H", "H", "H", "H", "H", "H", "H", "H", "C", "O", "C", "C", "N", "C", "C", "O", "C", "H", "H", "H", "H", "H", "H", "H", "H", "H", "H", "H", "H", "H", "H", "H"], "xyz": [[2.85, 2.67, 0.77], [1.04, 0.62, 1.21], [0.93, -0.89, 1.43], [0.79, -1.76, 0.28], [0.42, -1.36, 2.71], [2.50, -1.11, 1.69], [-0.59, 1.02, 1.16], [-1.24, 1.37, 2.39], [-1.37, 0.32, 0.19], [-0.32, 2.38, 0.36], [-1.37, -1.88, 5.55], [-2.36, -0.97, 5.09], [-1.96, 0.40, 5.08], [-1.96, 1.03, 6.47], [-0.62, 1.38, 6.94], [-0.43, 1.21, 8.41], [0.12, -0.21, 8.67], [1.15, -0.52, 7.74], [1.71, -1.82, 7.99], [-1.82, -2.74, 6.04], [-0.56, -1.48, 6.17], [-0.73, -2.23, 4.73], [-2.65, 0.87, 4.38], [-0.91, 0.30, 4.77], [-2.47, 0.50, 7.28], [-2.56, 1.95, 6.43], [0.08, 0.89, 6.41], [-1.28, 1.51, 9.00], [0.36, 1.92, 8.67], [-0.71, -0.93, 8.68], [0.46, -0.27, 9.71], [1.90, -1.93, 9.06], [2.65, -1.90, 7.45], [0.99, -2.60, 7.74], [3.55, -1.18, 4.75], [3.66, 0.23, 4.78], [2.51, 0.86, 4.25], [2.45, 2.32, 4.62], [3.51, 3.09, 3.92], [4.90, 2.91, 4.30], [5.72, 3.81, 3.37], [5.66, 3.30, 2.02], [6.27, 4.15, 1.08], [4.23, -1.54, 5.53], [3.96, -1.62, 3.84], [2.58, -1.58, 5.03], [1.58, 0.41, 4.61], [2.59, 0.74, 3.16], [2.73, 2.39, 5.68], [1.46, 2.76, 4.51], [3.28, 4.06, 3.77], [5.21, 1.87, 4.33], [5.11, 3.31, 5.30], [6.76, 3.79, 3.69], [5.27, 4.80, 3.30], [6.27, 3.78, 0.05], [7.36, 4.06, 1.19], [5.83, 5.14, 1.12], [6.08, 0.43, 1.56], [4.96, 0.51, 0.67], [5.10, -0.16, -0.59], [3.86, -0.28, -1.38], [3.18, 0.98, -1.67], [1.84, 0.73, -2.18], [1.37, 2.10, -2.67], [1.15, 2.98, -1.57], [0.56, 4.20, -1.90], [5.78, 0.76, 2.56], [6.93, 1.04, 1.26], [6.38, -0.60, 1.74], [5.53, -1.16, -0.51], [5.89, 0.37, -1.15], [3.14, -0.96, -0.91], [4.08, -0.85, -2.29], [3.73, 1.56, -2.29], [1.12, 0.33, -1.47], [1.75, 0.04, -3.03], [0.44, 1.97, -3.24], [2.09, 2.65, -3.29], [0.86, 5.01, -1.23], [-0.53, 4.22, -1.76], [0.85, 4.61, -2.87], [-5.26, 2.65, -0.66], [-4.50, 2.53, -1.84], [-3.49, 1.54, -1.79], [-3.41, 0.85, -3.13], [-4.64, 0.24, -3.52], [-4.80, -0.31, -4.84], [-5.85, -1.39, -5.02], [-5.87, -1.68, -6.41], [-6.31, -2.97, -6.72], [-5.66, 3.67, -0.64], [-4.64, 2.58, 0.24], [-6.09, 1.98, -0.46], [-3.59, 0.79, -1.00], [-2.57, 2.09, -1.57], [-2.61, 0.11, -3.18], [-3.05, 1.64, -3.81], [-5.52, 0.65, -3.24], [-3.85, -0.67, -5.27], [-5.02, 0.44, -5.61], [-6.82, -0.94, -4.76], [-5.69, -2.27, -4.40], [-6.28, -3.66, -5.87], [-5.88, -3.49, -7.57], [-7.39, -2.96, -6.95], [-1.58, -2.49, -2.27], [-1.77, -3.75, -2.90], [-1.35, -3.92, -4.26], [-2.44, -4.40, -5.18], [-2.69, -3.58, -6.37], [-1.62, -3.52, -7.34], [-2.08, -2.62, -8.47], [-3.33, -3.07, -9.02], [-3.47, -3.03, -10.41], [-2.09, -1.75, -2.89], [-0.53, -2.36, -2.01], [-2.11, -2.38, -1.32], [-0.63, -4.72, -4.11], [-0.75, -3.04, -4.52], [-3.41, -4.36, -4.67], [-2.43, -5.48, -5.38], [-3.49, -4.01, -6.82], [-1.48, -4.47, -7.88], [-0.66, -3.18, -6.96], [-1.39, -2.66, -9.32], [-2.25, -1.61, -8.11], [-2.90, -3.86, -10.87], [-2.97, -2.11, -10.75], [-4.49, -3.14, -10.77]]}

=====

No. 3
{"formula": "C30H75In2N5NaO18P2", "method": "ωB97M-V/def2-TZVPD", "largest_force_ev_per_a": 3.2, "charge": 1, "orbital_gap_ev": 3.69, "species": ["In", "In", "Na", "P", "O", "O", "O", "O", "P", "O", "O", "O", "O", "C", "O", "C", "C", "N", "C", "C", "O", "C", "H", "H", "H", "H", "H", "H", "H", "H", "H", "H", "H", "H", "H", "H", "H", "C", "O", "C", "C", "N", "C", "C", "O", "C", "H", "H", "H", "H", "H", "H", "H", "H", "H", "H", "H", "H", "H", "H", "H", "C", "O", "C", "C", "N", "C", "C", "O", "C", "H", "H", "H", "H", "H", "H", "H", "H", "H", "H", "H", "H", "H", "H", "H", "C", "O", "C", "C", "N", "C", "C", "O", "C", "H", "H", "H", "H", "H", "H", "H", "H", "H", "H", "H", "H", "H", "H", "H", "C", "O", "C", "C", "N", "C", "C", "O", "C", "H", "H", "H", "H", "H", "H", "H", "H", "H", "H", "H", "H", "H", "H", "H"], "xyz": [[1.77, -1.70, -1.93], [-0.02, -3.90, 1.55], [0.91, 1.97, 1.36], [1.36, -0.84, 1.23], [0.84, -0.11, 2.48], [0.05, -1.32, 0.50], [2.17, -2.15, 1.47], [2.18, 0.04, 0.17], [0.01, -4.72, -1.54], [-0.46, -5.94, -0.74], [-0.73, -3.41, -1.18], [0.17, -4.84, -3.05], [1.37, -4.29, -0.93], [-3.19, -1.44, -1.43], [-3.31, -0.12, -1.95], [-3.99, 0.05, -3.17], [-3.31, 1.21, -3.94], [-3.50, 1.15, -5.38], [-4.68, 2.01, -5.75], [-5.11, 1.56, -7.13], [-6.34, 2.28, -7.37], [-7.17, 1.55, -8.31], [-2.27, -1.51, -0.86], [-3.11, -2.15, -2.26], [-4.10, -1.66, -0.87], [-5.04, 0.27, -2.93], [-4.05, -0.87, -3.76], [-2.27, 1.09, -3.61], [-3.55, 2.18, -3.49], [-2.74, 1.72, -5.75], [-4.45, 3.08, -5.69], [-5.48, 1.72, -5.07], [-5.30, 0.49, -7.19], [-4.41, 1.90, -7.90], [-6.72, 0.77, -8.92], [-7.55, 2.27, -9.03], [-8.06, 1.21, -7.77], [0.29, -6.37, 4.43], [0.40, -4.98, 4.15], [-0.12, -4.19, 5.22], [0.09, -2.75, 4.77], [-0.62, -2.28, 3.60], [-2.03, -1.90, 3.79], [-2.75, -1.99, 2.45], [-2.84, -3.36, 2.21], [-3.71, -3.61, 1.12], [-0.77, -6.59, 4.24], [0.50, -6.70, 5.44], [0.76, -7.00, 3.67], [0.57, -4.39, 6.04], [-1.12, -4.54, 5.50], [1.14, -2.62, 4.49], [-0.08, -2.18, 5.69], [-0.13, -1.51, 3.16], [-2.19, -1.05, 4.45], [-2.48, -2.67, 4.43], [-2.17, -1.44, 1.70], [-3.69, -1.45, 2.62], [-3.01, -3.54, 0.29], [-4.51, -2.91, 0.87], [-4.30, -4.53, 1.19], [1.37, 5.56, 2.29], [1.58, 4.13, 2.38], [1.58, 3.50, 3.65], [0.19, 3.35, 4.25], [-0.60, 2.25, 3.59], [-2.01, 2.13, 3.89], [-2.43, 2.06, 5.36], [-1.90, 0.97, 6.06], [-2.00, 1.16, 7.46], [1.65, 5.76, 1.26], [2.13, 6.14, 2.82], [0.43, 5.99, 2.63], [2.24, 4.09, 4.30], [2.18, 2.60, 3.51], [-0.46, 4.22, 4.08], [0.20, 3.21, 5.34], [-0.17, 1.34, 3.54], [-2.38, 1.35, 3.22], [-2.54, 2.98, 3.46], [-3.52, 2.06, 5.42], [-2.21, 3.06, 5.76], [-2.01, 0.26, 8.06], [-2.97, 1.63, 7.70], [-1.32, 1.95, 7.79], [-1.28, 4.17, 0.08], [-1.04, 2.80, 0.29], [-0.91, 1.98, -0.85], [0.13, 2.40, -1.90], [1.40, 2.40, -1.20], [2.41, 2.92, -2.09], [3.64, 3.33, -1.28], [4.60, 4.07, -2.04], [4.26, 5.43, -2.12], [-2.33, 4.35, 0.32], [-1.00, 4.54, -0.90], [-0.71, 4.74, 0.82], [-1.92, 1.97, -1.28], [-0.82, 0.93, -0.58], [-0.07, 3.38, -2.33], [0.15, 1.63, -2.68], [1.64, 1.50, -0.79], [2.18, 3.85, -2.61], [2.72, 2.18, -2.83], [4.22, 2.47, -0.93], [3.39, 3.91, -0.39], [5.06, 5.91, -2.69], [4.21, 5.92, -1.14], [3.37, 5.66, -2.70], [4.72, 0.41, -3.14], [4.37, -0.36, -2.00], [5.47, -0.64, -1.18], [4.94, -1.28, 0.07], [4.11, -2.48, -0.23], [4.85, -3.69, -0.32], [4.45, -4.56, -1.56], [4.33, -3.71, -2.70], [4.05, -4.47, -3.86], [5.49, -0.09, -3.74], [5.16, 1.35, -2.80], [3.82, 0.48, -3.75], [5.98, 0.27, -0.84], [6.17, -1.36, -1.62], [4.25, -0.64, 0.61], [5.80, -1.52, 0.69], [3.36, -2.43, 0.46], [4.71, -4.38, 0.52], [5.92, -3.47, -0.40], [3.52, -5.10, -1.33], [5.13, -5.41, -1.68], [4.35, -3.98, -4.78], [3.00, -4.76, -4.00], [4.66, -5.37, -3.82]]}